Entry 1:
A 2-piece molecular cluster, C4H6Cl2O overall. Source: OMol25; level of theory: ωB97M-V with the def2-TZVPD basis set.

Properties
total charge = 0
highest occupied orbital energy = -0.3503 hartree
frontier orbital gap = 0.3703 hartree

Last columns: bonded neighbours and bond lengths (Å).
Geometry (Å):
1 Cl -2.70 3.00 -0.76  C5 1.803
2 Cl 0.23 -0.09 2.20  C7 1.699
3 O -1.19 3.67 1.21  C5 1.251, H8 1.053
4 C -1.93 -0.07 0.58  C7 1.580, H9 1.027, H10 1.012, H11 1.065
5 C -1.79 4.19 0.24  Cl1 1.803, O3 1.251
6 C 0.37 0.53 -0.39  C7 1.312, H12 1.062, H13 1.025
7 C -0.38 0.25 0.65  Cl2 1.699, C4 1.580, C6 1.312
8 H -1.12 2.64 1.43  O3 1.053
9 H -2.33 -0.01 -0.36  C4 1.027
10 H -2.41 0.61 1.15  C4 1.012
11 H -2.10 -1.06 0.94  C4 1.065
12 H 1.38 0.87 -0.35  C6 1.062
13 H -0.15 0.78 -1.23  C6 1.025

Results of the Löwdin charge analysis, in e, for atoms 1 through 6:
1 Cl 0.4976
2 Cl 0.6859
3 O -0.0824
4 C -0.1178
5 C -0.5020
6 C -0.0171

***

Entry 2:
A 2-piece molecular cluster, C4H6Cl2O overall. Source: OMol25; level of theory: ωB97M-V with the def2-TZVPD basis set.

Properties
total charge = 0
highest occupied orbital energy (alpha / beta) = -0.3218 / -0.3490 hartree
frontier orbital gap (alpha / beta) = 0.2625 / 0.3355 hartree

Last columns: bonded neighbours and bond lengths (Å).
Geometry (Å):
1 Cl 3.50 -1.43 0.26  C4 1.733
2 Cl 2.99 1.47 -0.70  C6 1.798
3 O 1.57 1.81 1.46  C6 1.183
4 C 1.79 -1.62 0.01  Cl1 1.733, H11 1.141, H13 1.049
5 C -0.79 0.58 0.47  C7 1.496, H8 1.100, H10 1.161, H12 1.115
6 C 1.52 1.43 0.35  Cl2 1.798, O3 1.183, C7 1.377
7 C 0.46 0.85 -0.31  C5 1.496, C6 1.377, H9 1.115
8 H -0.72 -0.22 1.22  C5 1.100
9 H 0.57 0.54 -1.38  C7 1.115
10 H -0.96 1.59 1.00  C5 1.161
11 H 1.02 -1.48 0.83  C4 1.141
12 H -1.50 0.43 -0.37  C5 1.115
13 H 1.57 -1.80 -1.00  C4 1.049

Results of the Löwdin charge analysis, in e, for atoms 1 through 6:
1 Cl 0.5354
2 Cl 0.5914
3 O 0.0658
4 C -0.4485
5 C -0.0824
6 C -0.9051

***

Entry 3:
A 2-piece molecular cluster, C4H6Cl2OS overall. Source: OMol25; level of theory: ωB97M-V with the def2-TZVPD basis set.

Properties
total charge = 0
highest occupied orbital energy (alpha / beta) = -0.3233 / -0.3192 hartree
frontier orbital gap (alpha / beta) = 0.2826 / 0.2781 hartree

Last columns: bonded neighbours and bond lengths (Å).
Geometry (Å):
1 Cl -1.05 -2.34 -2.19  C8 1.727
2 Cl -0.84 0.45 -3.37  C8 1.790
3 S 1.66 -1.24 -4.44  O4 1.444
4 O 1.87 -1.98 -3.22  S3 1.444
5 C -0.23 1.30 -0.54  C7 1.444, H9 1.088, H10 1.003, H11 1.142
6 C -0.22 -1.08 0.36  C7 1.541, H12 1.060, H13 1.085, H14 1.136
7 C -0.55 -0.09 -0.77  C5 1.444, C6 1.541, C8 1.344
8 C -0.91 -0.64 -1.95  Cl1 1.727, Cl2 1.790, C7 1.344
9 H -0.55 1.88 -1.41  C5 1.088
10 H -0.74 1.64 0.25  C5 1.003
11 H 0.88 1.33 -0.27  C5 1.142
12 H -0.56 -2.04 0.07  C6 1.060
13 H 0.85 -1.18 0.48  C6 1.085
14 H -0.83 -0.82 1.28  C6 1.136

Results of the Löwdin charge analysis, in e, for atoms 1 through 6:
1 Cl 0.6704
2 Cl 0.5677
3 S 0.6819
4 O -0.7124
5 C -0.0833
6 C -0.0701

***

Entry 4:
A 2-piece molecular cluster, C4H6Cl2Si overall. Source: OMol25; level of theory: ωB97M-V with the def2-TZVPD basis set.

Properties
total charge = 0
highest occupied orbital energy = -0.3130 hartree
frontier orbital gap = 0.2969 hartree

Last columns: bonded neighbours and bond lengths (Å).
Geometry (Å):
1 Cl 0.20 -2.87 -0.88  Si3 1.986
2 Cl -1.68 -2.05 1.69  Si3 2.072
3 Si -0.37 -1.35 0.25  Cl1 1.986, Cl2 2.072, C5 1.958
4 C -0.30 1.15 -2.28  C7 1.333, H11 1.013, H12 1.160
5 C 1.08 -0.54 1.30  Si3 1.958, C6 1.306, H8 1.112
6 C 0.75 0.47 2.06  C5 1.306, H9 1.036, H10 1.027
7 C -1.13 0.94 -1.26  C4 1.333, H13 1.104
8 H 2.08 -1.02 1.37  C5 1.112
9 H -0.06 1.05 1.80  C6 1.036
10 H 1.51 0.87 2.63  C6 1.027
11 H -0.35 1.86 -3.00  C4 1.013
12 H 0.50 0.32 -2.44  C4 1.160
13 H -2.21 1.18 -1.22  C7 1.104

Results of the Löwdin charge analysis, in e, for atoms 1 through 6:
1 Cl 0.3103
2 Cl 0.2441
3 Si -0.1384
4 C -0.1334
5 C -0.3140
6 C -0.0945

***

Entry 5:
A 2-piece molecular cluster, C4H6Cl2Si overall. Source: OMol25; level of theory: ωB97M-V with the def2-TZVPD basis set.

Properties
total charge = 0
highest occupied orbital energy (alpha / beta) = -0.2830 / -0.2830 hartree
frontier orbital gap (alpha / beta) = 0.2589 / 0.2589 hartree

Last columns: bonded neighbours and bond lengths (Å).
Geometry (Å):
1 Cl 2.49 1.65 0.05  C6 1.716
2 Cl 4.39 -0.75 -0.04  C4 1.615
3 Si -0.20 0.13 0.00  C5 1.901, C6 1.765, C7 1.885
4 C 2.94 -1.46 -0.15  Cl2 1.615
5 C -1.40 1.61 -0.05  Si3 1.901, H8 1.090, H9 1.089, H13 1.090
6 C 1.57 0.21 0.00  Cl1 1.716, Si3 1.765
7 C -1.09 -1.53 0.09  Si3 1.885, H10 1.086, H11 1.083, H12 1.087
8 H -0.87 2.54 0.13  C5 1.090
9 H -1.86 1.69 -1.04  C5 1.089
10 H -0.75 -2.08 0.96  C7 1.086
11 H -0.85 -2.13 -0.78  C7 1.083
12 H -2.17 -1.41 0.15  C7 1.087
13 H -2.19 1.53 0.69  C5 1.090

Results of the Löwdin charge analysis, in e, for atoms 1 through 6:
1 Cl 0.4318
2 Cl 0.5865
3 Si 0.6503
4 C -0.4815
5 C -0.2145
6 C -0.8910

***

Entry 6:
One molecule with the formula C4H6ClF. Source: OMol25; level of theory: ωB97M-V with the def2-TZVPD basis set.

Properties
total charge = 0
highest occupied orbital energy = -0.3690 hartree
frontier orbital gap = 0.4017 hartree

Last columns: bonded neighbours and bond lengths (Å).
Geometry (Å):
1 Cl 0.99 1.53 -0.11  C4 1.731
2 F -1.01 0.70 1.16  C4 1.367
3 C -0.22 -0.95 -0.33  C4 1.565, C5 1.475, C6 1.334
4 C 0.16 0.22 0.64  Cl1 1.731, F2 1.367, C3 1.565, H7 1.117
5 C -1.21 -1.97 0.09  C3 1.475, H8 1.190, H10 1.110, H12 1.145
6 C 0.39 -1.09 -1.50  C3 1.334, H9 1.148, H11 1.082
7 H 0.81 -0.07 1.51  C4 1.117
8 H -2.34 -1.61 0.12  C5 1.190
9 H -0.02 -2.07 -1.95  C6 1.148
10 H -0.99 -2.33 1.12  C5 1.110
11 H 0.96 -0.58 -2.27  C6 1.082
12 H -1.03 -2.95 -0.46  C5 1.145

Results of the Löwdin charge analysis, in e, for atoms 1 through 6:
1 Cl 0.6918
2 F -0.0587
3 C -0.3844
4 C -0.7298
5 C -0.1033
6 C 0.0238

***

Entry 7:
A 2-piece molecular cluster, C4H6ClF overall. Source: OMol25; level of theory: ωB97M-V with the def2-TZVPD basis set.

Properties
total charge = 0
highest occupied orbital energy (alpha / beta) = -0.3162 / -0.3336 hartree
frontier orbital gap (alpha / beta) = 0.2876 / 0.3367 hartree

Last columns: bonded neighbours and bond lengths (Å).
Geometry (Å):
1 Cl -1.98 1.60 -0.71  C6 1.617
2 F -3.66 -0.70 0.13  C3 1.361
3 C -2.33 -0.91 -0.07  F2 1.361, C6 1.348, H10 1.033
4 C 1.23 -0.19 -0.50  C5 1.461, H11 1.086, H12 1.187
5 C 1.67 0.66 0.61  C4 1.461, H7 1.038, H8 1.189, H9 1.087
6 C -1.50 0.08 -0.45  Cl1 1.617, C3 1.348
7 H 1.17 0.49 1.50  C5 1.038
8 H 2.77 0.26 0.84  C5 1.189
9 H 1.83 1.69 0.30  C5 1.087
10 H -2.07 -1.90 0.09  C3 1.033
11 H 1.45 0.26 -1.46  C4 1.086
12 H 1.42 -1.34 -0.29  C4 1.187

Results of the Löwdin charge analysis, in e, for atoms 1 through 6:
1 Cl 0.6992
2 F -0.0323
3 C -0.2630
4 C -0.0497
5 C -0.2056
6 C -0.6033

***

Entry 8:
One molecule with the formula C4H6ClFN2. Source: OMol25; level of theory: ωB97M-V with the def2-TZVPD basis set.

Properties
total charge = 0
highest occupied orbital energy = -0.3114 hartree
frontier orbital gap = 0.3160 hartree

Last columns: bonded neighbours and bond lengths (Å).
Geometry (Å):
1 Cl 3.11 -0.45 -0.51  C5 1.676
2 F 0.57 2.54 0.11  C8 1.417
3 N -1.39 0.44 -0.68  N4 1.378, C6 1.267
4 N -2.54 -0.31 -0.58  N3 1.378, H11 1.145, H13 1.055
5 C 2.23 0.92 -0.11  Cl1 1.676, C8 1.463, H12 1.082
6 C -0.25 0.22 -0.17  N3 1.267, C7 1.598, C8 1.446
7 C 0.04 -1.21 0.48  C6 1.598, H9 1.088, H10 1.169, H14 1.159
8 C 0.80 1.20 -0.29  F2 1.417, C5 1.463, C6 1.446
9 H 0.18 -2.06 -0.19  C7 1.088
10 H -0.76 -1.33 1.32  C7 1.169
11 H -3.34 0.47 -0.85  N4 1.145
12 H 3.08 1.57 0.02  C5 1.082
13 H -2.73 -0.77 0.35  N4 1.055
14 H 1.00 -1.22 1.13  C7 1.159

Results of the Löwdin charge analysis, in e, for atoms 1 through 6:
1 Cl 0.6598
2 F -0.0177
3 N -0.0398
4 N -0.0169
5 C -0.5146
6 C -0.3238

***

The calculation returns the following max |F| values, one per record and in order: 0.079; 0.056; 0.075; 0.105; 0.075; 0.074; 0.069; 0.133 Eh/bohr.
The calculation returns the following energy relative to the best compared isomer or geometry (same formula, charge and spin) values, one per record and in order: 308.6; 322.3; 234.7; 490.4; 890.2; 97.5; 474.3; 337.0 kJ/mol.